The following is a DFT calculation (wB97M-V/def2-TZVPD) of an isolated ion of composition C7H14N3 and charge +1.

Each line ends with the Mulliken charge.
Cartesian coordinates (Å):
C1 -2.921 -0.218 -0.366  -0.049
C2 -1.119 0.306 1.184  -1.089
C3 0.032 0.628 0.067  0.672
C4 1.061 -0.471 -0.128  1.245
C5 0.300 2.192 -0.053  -1.164
C6 2.455 -0.138 -0.574  -1.471
C7 0.988 -1.634 0.816  -1.498
N1 -2.230 0.608 0.449  -0.329
N2 -2.218 -1.255 -0.805  -0.435
N3 -0.003 -0.221 -1.045  -0.259
H1 -3.910 -0.013 -0.492  0.548
H2 -1.069 -0.648 1.639  0.495
H3 -1.031 1.012 1.901  0.491
H4 1.368 2.333 0.275  0.304
H5 -0.502 2.689 0.561  0.403
H6 0.376 2.423 -1.128  0.317
H7 2.257 0.636 -1.338  0.356
H8 2.921 -0.997 -0.922  0.434
H9 2.967 0.398 0.172  0.379
H10 1.493 -2.514 0.521  0.444
H11 -0.075 -1.892 1.094  0.323
H12 1.488 -1.261 1.740  0.348
H13 -2.577 -1.922 -1.496  0.234
H14 -0.052 -0.042 -2.072  0.300

Cartesian forces (eV/Å) of the 2 atoms listed first:
4.8 -3.0 0.6
-0.1 -1.1 -2.7

## Properties
Energy relative to the best compared isomer or geometry (same formula, charge and spin): 155.2 kcal per mole
Energy: -438.9409 Ha
Strongest force on any atom: 5.7 eV Å⁻¹
Charge: +1
HOMO level (spin up / spin down): -13.971 / -14.079 eV